#A
One molecule with the formula C4H12Si2. Source: the OMol25 dataset; level of theory: ωB97M-V/def2-TZVPD.

Geometry as XYZ:
```
18
Properties=species:S:1:pos:R:3:nbo_charge:R:1
C -1.0036 -1.0088 -0.3615 -0.60
C -0.0838 -0.0239 -0.3354 -0.38
C 2.5390 -0.3594 0.4092 -0.64
C 1.6397 -0.5135 -0.7635 -0.38
Si -2.8621 -0.6733 -0.0282 0.84
Si -0.2962 1.7463 0.3535 0.83
H -0.6640 -2.0091 -0.6939 0.22
H 2.2125 -0.6521 1.3956 0.22
H 3.5389 -0.8575 0.2537 0.22
H 2.7455 0.7716 0.4366 0.20
H 1.6268 -1.6573 -1.1214 0.19
H 1.8527 0.0960 -1.6006 0.20
H -2.9616 0.4276 0.8606 -0.17
H -3.2220 -1.6212 0.9733 -0.15
H -3.4113 -0.4423 -1.3440 -0.14
H 0.8217 2.4885 0.7823 -0.16
H -1.2877 1.8590 1.5055 -0.15
H -1.1846 2.4294 -0.7217 -0.15
```

Spin multiplicity: 1
Structure (SMILES): CC/C([SiH3])=C/[SiH3]
HOMO level, eV: -9.39
Gap between HOMO and LUMO, eV: 10.340

#B
A 2-piece molecular cluster, C4H12Si2 overall. Source: the OMol25 dataset; level of theory: ωB97M-V/def2-TZVPD.

Geometry as XYZ:
```
18
Properties=species:S:1:pos:R:3:nbo_charge:R:1
C 0.9542 0.5343 0.2288 -0.63
C 0.1494 -0.4545 -0.1892 -0.40
C -2.0350 1.3105 0.4005 -0.65
C -1.9185 -0.1632 0.6259 -0.33
Si 2.8774 0.7150 0.2588 0.86
Si -0.0595 -2.0100 -1.0903 0.90
H 0.5009 1.3505 0.7001 0.20
H -2.0103 1.5611 -0.6814 0.22
H -2.9789 1.8004 0.9317 0.21
H -1.2335 1.8759 0.6988 0.20
H -2.3968 -0.8175 -0.0701 0.20
H -1.6025 -0.5178 1.6096 0.21
H 3.2207 1.6621 -0.8401 -0.15
H 3.4721 -0.6219 0.0140 -0.16
H 3.2301 1.0720 1.5744 -0.17
H -1.4116 -2.1630 -1.6233 -0.17
H 0.3639 -3.1885 -0.3822 -0.16
H 0.8779 -1.9454 -2.1659 -0.18
```

Spin multiplicity: 1
HOMO level, eV: -8.10
Gap between HOMO and LUMO, eV: 8.829

Which structure is the most stable? The one labeled #A.

#A
An isolated ion of composition C6H10N3O2 and charge +1. Source: the OMol25 dataset; level of theory: ωB97M-V/def2-TZVPD.

Geometry as XYZ:
```
21
Properties=species:S:1:pos:R:3:nbo_charge:R:1
C -0.5807 -0.0476 -1.9802 -0.07
C -1.7974 1.7610 -2.2201 0.17
C -1.0215 0.3271 -0.7297 0.01
C 0.8403 -0.4573 0.7307 0.82
C 2.7425 0.8812 1.1850 -0.29
C -0.7714 -0.3605 0.5654 -0.16
N -1.1194 0.8119 -2.8492 -0.43
N -1.7693 1.4593 -0.8916 -0.52
N -1.1252 -1.8188 0.4942 -0.67
O 1.3177 -1.5319 0.4388 -0.60
O 1.3453 0.7327 0.9748 -0.47
H -0.1249 -0.9850 -2.3770 0.23
H -2.4537 2.4515 -2.7841 0.24
H 2.9780 1.9716 1.0116 0.22
H 3.2361 0.4860 0.2535 0.22
H 3.0814 0.6008 2.1815 0.22
H -1.2200 0.0968 1.4098 0.25
H -1.9709 2.3575 -0.3602 0.45
H -0.9142 -2.1815 1.3720 0.44
H -0.4937 -2.2319 -0.2377 0.47
H -2.1165 -2.1228 0.2055 0.46
```

Spin multiplicity: 1
Structure (SMILES): COC(=O)[C@H]([NH3+])c1cnc[nH]1
Net charge: +1
HOMO level, eV: -12.82
Gap between HOMO and LUMO, eV: 9.396

#B
An isolated ion of composition C6H10N3O2 and charge +1. Source: the OMol25 dataset; level of theory: ωB97M-V/def2-TZVPD.

Geometry as XYZ:
```
21
Properties=species:S:1:pos:R:3:nbo_charge:R:1
C -3.9396 1.0407 -0.0869 0.15
C -1.2505 1.0485 0.5213 0.54
C -2.9466 0.2941 0.6835 0.01
C -0.0827 -2.3312 -0.0886 -0.66
C 1.0518 2.5122 -1.0730 -0.30
C -0.4092 -1.4015 -1.3471 -0.09
N -4.6819 1.5402 -0.7718 -0.15
N -1.7154 0.0181 -0.0338 -0.09
N -0.3635 1.9504 0.6842 -0.28
O 0.9338 1.7647 0.1099 -0.33
O -1.5927 -0.7437 -1.1308 -0.31
H -3.3565 -0.1743 1.6413 0.30
H 0.7102 -3.1136 -0.3714 0.25
H 0.5409 -1.6610 0.6330 0.22
H -0.9368 -2.8609 0.1783 0.23
H 1.5030 1.9385 -1.8379 0.21
H 1.8128 3.3534 -0.9924 0.23
H 0.0150 2.6544 -1.5152 0.21
H -0.6586 -2.0880 -2.2573 0.24
H 0.4052 -0.6958 -1.5017 0.18
H -0.3650 2.5320 1.4512 0.43
```

Spin multiplicity: 1
Structure (SMILES): CCON1/C(=[NH+]\OC)[C@H]1C#N
Net charge: +1
HOMO level, eV: -14.66
Gap between HOMO and LUMO, eV: 9.218

Which structure is the most stable? The one labeled #A.

#A
C31H26B2Br3F8MnN5O10 as an isolated structure. Source: the OMol25 dataset; level of theory: ωB97M-V/def2-TZVPD.

Geometry as XYZ:
```
86
Properties=species:S:1:pos:R:3:mulliken_spin:R:1
Mn -3.7272 3.6032 8.8157 4.88
B -6.2900 4.2949 6.7102 0.01
F -7.4927 4.0076 7.3508 0.00
F -6.3454 5.4906 5.9804 0.00
F -5.2534 4.4376 7.6758 0.03
F -5.9501 3.2190 5.8834 0.00
B -1.9755 4.1555 7.5149 -0.04
F -3.0058 3.4620 6.8324 0.03
F -0.9973 4.5541 6.6397 0.01
F -2.5195 5.1933 8.2973 0.03
F -1.6168 3.2015 8.4429 0.03
C 1.6187 2.9399 6.3243 0.00
Br 3.4649 3.5038 6.7457 0.00
Br 1.3385 1.0891 6.9077 0.00
Br 1.2304 3.0270 4.3994 0.00
H 1.0506 3.6914 6.8508 0.00
C 2.3460 6.3000 8.9053 0.00
C 3.5366 6.9430 9.1801 0.00
C 4.0219 7.9126 8.2877 0.00
C 3.3404 8.1281 7.1131 0.00
C 2.1608 7.4533 6.8375 0.00
C 1.6175 6.5586 7.7226 0.00
N 3.8146 9.1860 6.2312 0.00
O 3.5262 9.1309 5.0573 0.00
O 4.4821 10.0692 6.7360 0.00
H 1.8674 5.5479 9.5226 0.00
H 4.0514 6.6672 10.0891 0.00
H 4.9905 8.3535 8.4678 0.00
H 1.5816 7.6941 5.9534 0.00
H 0.6830 6.0755 7.4768 0.00
C -1.5196 8.4023 6.9421 0.00
C -1.8799 9.7521 6.9121 0.00
C -1.7452 10.4767 5.7326 0.00
C -1.4561 9.8372 4.5301 0.00
C -1.1581 8.4756 4.5722 0.00
C -1.2194 7.7665 5.7485 0.00
N -1.4214 10.5527 3.2863 0.00
O -2.0038 11.6189 3.2289 0.00
O -0.8481 10.0619 2.3378 0.00
H -1.5256 7.8166 7.8527 0.00
H -2.1221 10.1506 7.8877 0.00
H -1.9738 11.5314 5.8120 0.00
H -0.8551 7.9901 3.6545 0.00
H -0.7395 6.8006 5.6469 0.00
C 0.7178 -0.3014 11.7929 0.00
C -0.3499 -0.3395 10.8779 0.00
C -1.2223 0.7227 10.8444 0.00
C -0.9974 1.8712 11.5875 0.00
C 0.1444 1.9736 12.3241 0.00
C 1.0201 0.9148 12.4342 0.00
N -1.8624 3.0403 11.4776 0.00
O -2.7801 3.0108 10.6435 0.02
O -1.6416 4.0014 12.1450 0.02
H 1.3395 -1.1841 11.8436 0.00
H -0.5606 -1.2795 10.3885 0.00
H -1.9751 0.8129 10.0668 0.01
H 0.3618 2.8366 12.9434 0.00
H 1.9856 0.9299 12.9189 0.00
C -3.4950 5.5963 3.9312 0.00
C -2.1756 5.1140 3.7455 0.00
C -1.5670 5.5574 2.6080 0.00
C -2.1098 6.4496 1.6933 0.00
C -3.4540 6.7778 1.8935 0.00
C -4.1840 6.3748 3.0093 0.00
N -1.3297 7.0105 0.6221 0.00
O -0.2538 6.4964 0.3722 0.00
O -1.7763 7.9699 0.0179 0.00
H -3.9640 5.3238 4.8719 0.00
H -1.6543 4.4923 4.4537 0.00
H -0.5423 5.2179 2.4673 0.00
H -3.8565 7.5768 1.2778 0.00
H -5.2008 6.6992 3.1558 0.00
C -1.1622 0.5120 3.6421 0.00
C -1.8134 0.8204 4.8335 0.00
C -2.6642 -0.1311 5.3915 0.00
C -3.0413 -1.2670 4.6784 0.00
C -2.4398 -1.5248 3.4560 0.00
C -1.5147 -0.6410 2.9430 0.00
N -4.1648 -2.1166 5.1460 0.00
O -4.8340 -1.6241 6.0253 0.00
O -4.3453 -3.1661 4.5935 0.00
H -0.5027 1.2600 3.2272 0.00
H -1.6386 1.7806 5.2966 0.00
H -3.0961 0.0043 6.3746 0.00
H -2.8140 -2.3885 2.9194 0.00
H -1.0864 -0.7690 1.9579 0.00
```

Spin multiplicity: 6
HOMO level (spin up / spin down), eV: -9.68 / -9.68
Gap between HOMO and LUMO (spin up / spin down), eV: 6.660 / 6.542

#B
C31H26B2Br3F8MnN5O10 as an isolated structure. Source: the OMol25 dataset; level of theory: ωB97M-V/def2-TZVPD.

Geometry as XYZ:
```
86
Properties=species:S:1:pos:R:3:mulliken_spin:R:1
Mn 11.8064 4.7051 21.1506 4.87
B 12.3359 6.5986 22.8636 0.00
F 12.0223 6.8463 21.5288 0.03
F 13.6594 6.9165 23.0100 0.00
F 11.4691 7.2776 23.7028 0.00
F 12.1263 5.2645 22.9588 0.04
B 12.1083 4.3307 18.5245 -0.07
F 11.8452 5.4650 19.2145 0.08
F 13.3553 4.2170 18.0464 -0.01
F 11.9843 3.3733 19.4926 0.08
F 11.1861 4.0724 17.5366 -0.02
C 11.9367 8.8391 18.5048 0.00
Br 10.5994 10.3421 18.8028 0.00
Br 13.7925 9.4215 18.6757 0.00
Br 11.6492 7.7760 16.8303 0.00
H 11.7398 8.1920 19.3596 0.00
C 7.6836 6.3187 14.9659 0.00
C 8.4473 5.9499 16.0971 0.00
C 7.8426 5.6100 17.2927 0.00
C 6.4240 5.5739 17.3872 0.00
C 5.6522 5.9133 16.3260 0.00
C 6.2724 6.2487 15.1007 0.00
N 5.7330 5.0984 18.6241 0.00
O 4.6360 4.5241 18.5678 0.00
O 6.2315 5.3039 19.7037 0.00
H 8.0847 6.5572 13.9919 0.00
H 9.5007 5.7541 15.9616 0.00
H 8.5007 5.1910 18.0395 0.00
H 4.5787 5.8873 16.4416 0.00
H 5.6345 6.5717 14.2912 0.00
C 11.0909 2.0955 15.0080 0.00
C 9.8993 2.7558 14.6458 0.00
C 9.5632 2.9399 13.3307 0.00
C 10.3255 2.4830 12.2923 0.00
C 11.4501 1.6877 12.6634 0.00
C 11.8969 1.5713 13.9975 0.00
N 10.0510 2.7897 10.8630 0.00
O 10.9605 2.5070 10.0343 0.00
O 9.0202 3.3301 10.5941 0.00
H 11.3416 2.0275 16.0563 0.00
H 9.3334 3.1112 15.4942 0.00
H 8.7162 3.5883 13.1617 0.00
H 11.9969 1.2943 11.8192 0.00
H 12.8167 1.0274 14.1547 0.00
C 12.0418 5.8505 13.8044 0.00
C 12.4439 5.8750 12.4539 0.00
C 13.3374 4.9342 11.9828 0.00
C 14.0923 4.0964 12.9122 0.00
C 13.8247 4.2022 14.2736 0.00
C 12.8084 5.1218 14.7031 0.00
N 15.0745 3.1163 12.4211 0.00
O 15.6294 3.2936 11.4189 0.00
O 15.3228 2.1322 13.1901 0.00
H 11.3391 6.5453 14.2403 0.00
H 11.9055 6.5198 11.7751 0.00
H 13.3932 4.8779 10.9057 0.00
H 14.2453 3.6270 15.0852 0.00
H 12.4121 5.1946 15.7052 0.00
C 17.9303 7.1971 20.3149 0.00
C 18.3711 5.8570 20.5169 0.00
C 17.4817 4.8513 20.6462 0.00
C 16.1130 5.2232 20.6626 0.00
C 15.6630 6.5206 20.3941 0.00
C 16.5815 7.5176 20.2613 0.00
N 15.1808 4.1354 20.9302 0.01
O 13.9425 4.4341 20.9604 -0.01
O 15.6361 2.9959 21.1059 0.01
H 18.6381 7.8608 19.8407 0.00
H 19.4011 5.5466 20.4211 0.00
H 17.8376 3.8316 20.6465 0.00
H 14.5955 6.6840 20.3863 0.01
H 16.2447 8.5155 20.0225 0.00
C 12.6078 0.4535 18.1524 0.00
C 11.3144 0.8286 18.5613 0.00
C 10.6667 0.0353 19.5800 0.00
C 11.2147 -1.1680 19.9880 0.00
C 12.4571 -1.5977 19.4541 0.00
C 13.1948 -0.7318 18.6152 0.00
N 10.3907 -2.0503 20.8714 0.00
O 11.0482 -2.9054 21.5330 0.00
O 9.1619 -1.8547 20.8828 0.00
H 13.0680 0.9969 17.3404 0.00
H 10.8441 1.6994 18.1289 0.00
H 9.6918 0.3478 19.9239 0.00
H 12.9248 -2.5359 19.7135 0.00
H 14.1524 -1.1280 18.3113 0.00
```

Spin multiplicity: 6
HOMO level (spin up / spin down), eV: -9.76 / -9.76
Gap between HOMO and LUMO (spin up / spin down), eV: 7.452 / 7.375

Which structure is the most stable? The one labeled #A.

#A
A 2-piece molecular cluster, CH4NO2 overall. Source: the OMol25 dataset; level of theory: ωB97M-V/def2-TZVPD.

Geometry as XYZ:
```
8
Properties=species:S:1:pos:R:3:nbo_charge:R:1
C -0.6647 -0.2108 -0.2469 0.56
N 0.7625 0.1633 0.3056 -0.80
O -1.6258 0.5698 0.2331 -0.19
O -0.9816 0.6787 -1.1294 -0.21
H -0.8952 -2.2031 -0.5719 0.23
H 0.8044 1.3022 0.5068 0.48
H 1.6032 -0.0915 -0.3441 0.48
H 0.9972 -0.2086 1.2468 0.46
```

Spin multiplicity: 1
Net charge: +1
HOMO level (spin up / spin down), eV: -16.39 / -16.40
Gap between HOMO and LUMO (spin up / spin down), eV: 9.800 / 9.782

#B
A 2-piece molecular cluster, CH4NO2 overall. Source: the OMol25 dataset; level of theory: ωB97M-V/def2-TZVPD.

Geometry as XYZ:
```
8
Properties=species:S:1:pos:R:3:nbo_charge:R:1
C -2.2401 0.1451 0.0477 0.46
N -1.2928 -0.2597 -0.3878 -0.36
O 1.3928 -0.6216 -0.0327 -0.47
O 1.5072 0.8295 -0.0502 -0.46
H -0.2804 -0.6209 -0.3273 0.51
H -3.2802 0.1999 0.3944 0.31
H 2.3540 1.1418 -0.5103 0.50
H 1.8394 -0.8141 0.8661 0.51
```

Spin multiplicity: 1
Net charge: +1
HOMO level, eV: -16.17
Gap between HOMO and LUMO, eV: 11.196

Which structure is the most stable? The one labeled #B.